The following is a DFT calculation (ωB97M-V/def2-TZVPD) of a molecular structure, C31H37Cl2NO4PS3Se2Y.

XYZ file:
```
82
Properties=species:S:1:pos:R:3:lowdin_charge:R:1
Y -0.284 -0.406 0.698 0.939
Se -0.975 -3.570 1.506 0.501
Se 0.716 -1.561 -1.717 0.500
Cl -2.512 -0.655 2.501 0.679
Cl -3.344 4.006 -0.193 0.697
S 3.241 0.328 1.681 0.887
S 0.963 -1.230 3.796 0.831
S 2.269 -2.854 1.123 0.724
P -0.095 2.038 -0.555 0.915
O -2.349 -1.637 -0.461 -0.232
O 1.088 3.231 2.988 -0.013
O -1.168 -5.851 -2.755 -0.077
O 0.505 1.263 2.143 -0.298
N -1.761 1.307 0.446 -0.243
C 1.640 2.566 -1.416 -0.264
C -1.089 2.678 -1.945 -0.369
C -1.587 -4.447 -0.150 -0.557
C -3.890 2.581 0.685 -0.559
C 3.921 -2.201 0.770 -0.549
C 4.417 -1.036 1.629 -0.532
C 1.438 -2.967 3.836 -0.589
C 0.101 3.244 0.816 -0.227
C 2.533 -0.479 4.309 -0.500
C -2.344 -2.492 -1.595 -0.249
C -1.838 4.434 -3.432 -0.118
C -1.950 -4.670 -2.584 -0.240
C -5.754 1.571 1.868 -0.160
C -2.964 1.503 0.918 -0.462
C 0.606 2.545 2.087 -0.693
C 2.071 3.822 -1.865 -0.116
C -1.124 4.018 -2.317 -0.171
C -1.804 1.762 -2.712 -0.085
C -1.428 -3.718 -1.490 -0.560
C 4.222 2.974 -2.547 -0.131
C -5.212 2.589 1.092 -0.183
C 0.055 -3.407 -1.821 -0.569
C -3.576 0.585 1.852 -0.545
C 3.328 4.032 -2.417 -0.121
C -2.530 3.509 -4.201 -0.120
C -4.880 0.560 2.275 -0.168
C 2.512 -3.417 2.834 -0.524
C -2.513 2.169 -3.834 -0.094
C 3.830 1.718 -2.110 -0.107
C 2.566 1.534 -1.557 -0.163
C 3.101 0.643 3.444 -0.521
H 2.471 1.533 3.506 0.041
H 0.517 -3.517 3.644 -0.026
H 3.613 5.028 -2.742 0.084
H -1.861 5.486 -3.695 0.090
H -2.479 -2.185 0.339 -0.041
H -0.872 3.676 1.053 0.060
H 2.531 -4.509 2.841 0.068
H 0.797 4.050 0.581 0.078
H 4.505 0.873 -2.195 0.092
H -2.644 -4.703 -0.023 0.056
H -5.822 3.435 0.796 0.079
H 0.704 -4.046 -1.219 0.036
H 0.233 -3.643 -2.875 0.034
H -2.954 -5.016 -2.329 0.118
H 5.372 -0.685 1.229 0.065
H 3.826 -1.878 -0.271 0.052
H -3.053 1.437 -4.422 0.092
H 1.768 -3.233 4.845 0.071
H 4.609 -1.370 2.651 0.054
H -3.085 3.830 -5.075 0.084
H -2.038 -1.876 -2.442 0.097
H 2.296 0.533 -1.232 -0.015
H -0.623 4.757 -1.707 0.088
H 5.204 3.131 -2.979 0.081
H -1.800 0.718 -2.418 0.083
H 4.657 -3.010 0.789 0.069
H -5.205 -0.234 2.936 0.087
H 3.254 -1.294 4.389 0.052
H -3.374 -2.833 -1.769 0.126
H -6.792 1.581 2.170 0.071
H 3.494 -3.079 3.167 0.051
H -0.247 -5.567 -2.768 0.065
H 1.418 4.683 -1.782 0.074
H -1.047 -5.390 -0.228 0.048
H 4.091 0.905 3.832 0.076
H 2.395 -0.080 5.317 0.070
H -2.011 -4.121 -3.534 0.124
```

Output
Calculated total energy (Ha): -8856.8586
Energy above the lowest of the compared OMol25 structures with the same formula, charge and spin (kcal/mol): 23.0
HOMO-LUMO gap (eV): 5.2
Charge: -2
HOMO energy (eV): -1.31
Strongest force on any atom (eV/A): 0.96